Molecular formula: C27H63BF7N3NbO4S
Method: DFT, wB97M-V/def2-TZVPD

Positions of all 107 atoms, in Å:
C  3.85232  -5.16944  -3.95902
C  4.61193  -5.12673  -5.27769
B  4.25883  -3.94281  -6.28075
O  4.83407  -4.01271  -7.56154
Nb  2.95474  -2.05146  -5.87319
C  4.39212  -0.60466  -6.87015
C  5.42733  0.13353  -5.99410
C  6.57022  -0.74534  -5.47519
C  7.13383  -0.23179  -4.12868
S  6.44924  -1.06214  -2.71063
O  5.22893  -0.49916  -2.27054
O  6.40260  -2.45651  -2.93691
O  7.54150  -0.78663  -1.55323
C  1.18120  -0.58159  -5.48226
F  -0.03630  -1.19246  -5.62197
F  1.19993  0.39485  -6.43170
C  1.15168  0.15790  -4.14731
F  0.33065  1.23947  -4.28197
F  2.32726  0.63937  -3.80892
C  0.55508  -0.65330  -2.95617
F  1.22048  -0.31993  -1.85597
F  0.65377  -1.92785  -3.06816
F  -0.69838  -0.35312  -2.74161
H  2.78869  -5.13585  -4.13025
H  4.13996  -4.36949  -3.28932
H  4.06399  -6.11187  -3.44957
H  4.38199  -6.04557  -5.82483
H  5.69569  -5.15335  -5.13260
H  5.79468  -3.90571  -7.50579
H  3.73164  -1.77413  -4.22901
H  1.87216  -3.27586  -5.02720
H  2.16890  -2.40654  -7.51425
H  4.93344  -1.17306  -7.62960
H  3.84229  0.15465  -7.42305
H  5.89729  0.88717  -6.63234
H  5.00169  0.67804  -5.15602
H  7.40051  -0.74739  -6.16689
H  6.28049  -1.78299  -5.31503
H  6.93703  0.82814  -4.03993
H  8.19687  -0.42416  -4.07771
H  6.99906  -0.82669  -0.74732
C  -1.20244  1.70757  4.42260
C  -1.09823  1.94841  2.92399
N  0.12019  1.42037  2.34690
C  0.37201  1.89217  0.99374
C  -0.62090  1.48781  -0.09762
C  0.36746  0.00766  2.57583
C  -0.69485  -0.99473  2.10654
H  -0.32189  2.08766  4.94413
H  -2.07842  2.22483  4.81959
H  -1.31615  0.64823  4.65900
H  -1.11301  3.02928  2.75868
H  -2.00071  1.54687  2.43617
H  1.37523  1.58005  0.69185
H  0.41512  2.98644  1.02809
H  -0.51342  0.44554  -0.37628
H  -0.43954  2.07267  -1.00191
H  -1.65632  1.66244  0.20415
H  0.52007  -0.14028  3.64987
H  1.32769  -0.25611  2.12679
H  -1.70553  -0.68704  2.38142
H  -0.51231  -1.96497  2.57466
H  -0.66191  -1.15094  1.02980
C  -4.81926  0.53813  -0.60139
C  -5.73538  1.19719  -1.62322
N  -5.28750  2.51712  -2.02100
C  -6.28601  3.27052  -2.75534
C  -6.73114  2.73549  -4.12183
C  -3.93125  2.58924  -2.53931
C  -3.56280  1.72578  -3.75492
H  -4.67231  1.18490  0.26552
H  -5.26503  -0.39572  -0.25478
H  -3.84285  0.29462  -1.02259
H  -6.72529  1.29689  -1.16751
H  -5.85448  0.51945  -2.48294
H  -5.93054  4.29781  -2.87661
H  -7.17351  3.35007  -2.11752
H  -5.97026  2.88799  -4.88572
H  -7.62390  3.27361  -4.45084
H  -6.98446  1.67564  -4.08795
H  -3.24621  2.32692  -1.72843
H  -3.69582  3.63238  -2.76627
H  -3.92526  0.70091  -3.66340
H  -2.47742  1.67390  -3.85756
H  -3.94839  2.14857  -4.68221
C  -3.14552  0.06988  11.46863
C  -2.81081  -0.48025  10.08975
N  -2.62875  0.55333  9.09024
C  -2.60561  0.04367  7.72896
C  -1.46072  -0.89394  7.33043
C  -1.63544  1.56569  9.40113
C  -0.19859  1.10518  9.67933
H  -4.01004  0.73372  11.42476
H  -3.38472  -0.75211  12.14519
H  -2.30916  0.61707  11.90597
H  -3.64432  -1.11364  9.77435
H  -1.93256  -1.13968  10.17357
H  -2.62627  0.88971  7.03726
H  -3.54990  -0.48404  7.55908
H  -0.52124  -0.35699  7.20597
H  -1.68910  -1.35878  6.36873
H  -1.31269  -1.69764  8.05267
H  -1.98444  2.12566  10.27356
H  -1.62310  2.30216  8.59391
H  -0.16117  0.24851  10.35389
H  0.35841  1.91611  10.15400
H  0.33326  0.84816  8.76488

Calculated values
charge	-1
gap between HOMO and LUMO	6.77	eV
E_LUMO	2.07	eV
highest occupied orbital energy	-4.70	eV
strongest force on any atom	2.61	eV/A